Entry from the Open Molecules 2025 dataset: a molecular structure, C18H20B2Br10F18O16P3Zr in a non-equilibrium geometry (wB97M-V/def2-TZVPD).

Structure (XYZ):
```
88
C18H20B2Br10F18O16P3Zr (wB97M-V/def2-TZVPD)
F 0.582 1.965 4.536
F -0.418 -0.612 -0.833
P -0.741 2.810 4.099
C 1.061 -3.388 -2.461
O 5.779 -2.981 -3.232
O 6.755 -0.111 -3.220
H -4.213 -3.763 1.107
C -3.397 -2.063 -2.588
H -4.395 1.771 1.037
F -0.609 -0.687 2.304
O 4.467 2.796 -2.352
H -7.063 1.795 1.732
F -1.995 3.456 3.252
B 5.163 -1.106 -0.324
F 0.290 2.896 2.874
H -6.285 -3.551 2.657
O 5.721 -0.768 3.116
O 3.812 -0.605 0.192
P 1.290 -1.323 5.087
O 5.087 -2.372 -1.094
O 2.839 1.998 -0.876
C -0.891 4.010 -3.316
H -0.144 2.075 -2.510
C 2.891 2.392 -4.112
F 2.701 -2.058 5.243
F 2.075 -0.007 4.579
C 5.346 -0.866 1.957
Zr 1.016 0.643 2.836
H -4.066 -2.119 0.763
F 0.947 -0.581 0.921
H -1.760 -2.307 -4.036
O 6.086 -1.322 0.906
C 5.701 -2.224 -2.271
Br 1.902 -4.349 -0.950
H -3.395 -2.576 -4.666
F 1.298 -1.532 3.534
Br -3.629 -2.229 3.093
H -6.546 -1.936 1.961
B 3.126 2.979 -1.926
H -1.922 2.082 -2.978
O 1.757 1.779 1.031
Br 2.166 -0.779 -2.520
O 5.813 -0.119 -1.197
Br -6.919 -3.872 0.233
F -0.991 1.444 3.382
C 4.392 2.388 -3.634
C 2.159 -2.611 -3.173
C -6.062 -2.901 1.812
P -0.631 -0.687 0.703
C 6.183 -0.726 -2.297
Br -1.692 2.885 -0.747
C -4.545 -2.792 1.475
F 0.089 -0.347 4.644
Br -3.678 -0.110 -2.842
H -0.584 3.743 -4.327
O 2.893 4.266 -1.096
Br -4.949 2.319 3.565
F -0.557 0.915 1.077
H -2.856 -2.252 -1.661
F -0.256 4.150 4.885
Br -6.824 0.371 -0.290
F -0.429 -2.252 0.775
Br -2.710 -4.731 -3.619
H -0.133 4.634 -2.843
F -1.736 2.156 5.167
C -1.066 2.649 -2.612
C 2.205 4.074 -0.062
H 3.100 -3.136 -3.006
H 0.238 -2.767 -2.109
H 1.905 -2.435 -4.218
C 3.891 -0.498 1.526
O 5.389 2.030 -4.301
O 2.225 2.868 -3.151
O 1.556 4.869 0.652
C -4.942 1.300 1.854
F 1.347 -0.581 6.519
F -2.195 -0.728 0.587
C -2.732 -2.750 -3.819
F 0.303 -2.571 5.592
H -4.353 -2.582 -2.652
C -6.355 0.984 1.560
H -4.310 0.450 2.108
H 0.783 -4.159 -3.180
C 2.232 2.542 0.155
Br -2.547 5.158 -3.390
O 2.462 2.070 -5.201
H -6.564 0.207 2.295
O 3.067 -0.096 2.304
```

The LUMO energy (alpha / beta) comes out at -2.94 / -6.75 eV. Its spin multiplicity is 2. The charge is 0. Its total energy is -30561.159705 a.u.